43
Properties=species:S:1:pos:R:3:lowdin_charge:R:1 method="wB97M-V/def2-TZVPD" homo_energy_ev=-11.1 charge=+1 homo_lumo_gap_ev=7.719 multiplicity=1
O -3.89 -3.61 3.88 -0.21
S -4.14 -2.27 3.47 0.66
O -5.23 -1.89 2.67 -0.18
F -4.14 -1.38 4.74 -0.09
C -2.63 -1.66 2.69 -0.23
C -2.13 -0.27 3.12 -0.15
O -1.44 -0.25 4.35 -0.08
C -0.39 -1.19 4.40 -0.15
C -0.98 -2.58 4.29 -0.06
N -1.53 -2.67 2.89 0.09
H -2.85 -1.62 1.62 0.16
H -2.97 0.41 3.22 0.15
H -1.48 0.10 2.32 0.13
H 0.34 -1.00 3.59 0.14
H 0.16 -1.07 5.33 0.15
H -1.80 -2.65 4.99 0.13
H -0.29 -3.39 4.47 0.15
H -0.77 -2.38 2.27 0.15
H -1.82 -3.62 2.63 0.19
C 1.49 -0.31 -2.19 -0.06
C 0.98 0.06 -0.96 -0.08
C 0.63 -0.91 -0.04 -0.12
C 0.77 -2.26 -0.35 -0.12
C 1.28 -2.63 -1.59 -0.08
C 1.63 -1.66 -2.51 -0.07
H 1.77 0.44 -2.91 0.09
H 0.88 1.11 -0.72 0.11
H 0.24 -0.62 0.93 0.06
H 0.50 -3.02 0.37 0.08
H 1.39 -3.68 -1.83 0.11
H 2.02 -1.95 -3.47 0.11
C 3.06 4.97 -4.44 -0.09
C 3.25 3.66 -4.85 -0.09
C 2.23 2.73 -4.71 -0.11
C 1.02 3.11 -4.17 -0.11
C 0.82 4.42 -3.76 -0.10
C 1.84 5.35 -3.89 -0.09
H 3.85 5.69 -4.55 0.10
H 4.20 3.36 -5.28 0.10
H 2.39 1.70 -5.04 0.10
H 0.22 2.38 -4.07 0.10
H -0.13 4.72 -3.34 0.10
H 1.69 6.37 -3.57 0.10